[1]
DFT (ωB97M-V/def2-TZVPD) results for a molecular structure, C38H105N7O16.

Element x y z (Å)
C (-1.77, 7.22, 2.56)
C (-2.00, 5.73, 2.73)
C (-1.26, 4.86, 1.57)
O (-1.26, 3.51, 1.95)
C (-0.81, 2.49, 1.07)
N (-1.64, 5.29, 3.95)
H (-0.71, 7.45, 2.46)
H (-2.23, 7.75, 3.39)
H (-2.15, 7.63, 1.63)
H (-3.07, 5.53, 2.62)
H (-0.24, 5.26, 1.56)
H (-1.67, 5.17, 0.62)
H (-1.26, 1.60, 1.53)
H (0.26, 2.42, 1.29)
H (-1.27, 2.59, 0.09)
H (-0.80, 5.84, 4.07)
H (-1.39, 4.32, 3.83)
C (-5.48, -1.35, 4.66)
C (-5.26, -1.83, 3.21)
C (-3.73, -2.06, 3.01)
O (-3.11, -0.80, 2.85)
C (-1.71, -0.77, 2.54)
N (-6.03, -3.00, 2.93)
H (-4.86, -0.47, 4.85)
H (-5.07, -2.09, 5.35)
H (-6.51, -1.05, 4.83)
H (-5.46, -1.01, 2.52)
H (-3.39, -2.65, 2.16)
H (-3.31, -2.55, 3.89)
H (-1.09, -1.36, 3.22)
H (-1.46, 0.29, 2.52)
H (-1.62, -1.28, 1.58)
H (-5.81, -3.62, 3.69)
H (-5.80, -3.51, 2.10)
C (3.01, -0.88, 2.28)
C (3.27, -1.06, 3.79)
C (4.18, -2.34, 4.00)
O (3.52, -3.48, 3.47)
C (2.29, -3.90, 4.05)
N (3.86, 0.13, 4.34)
H (3.92, -1.14, 1.74)
H (2.80, 0.16, 2.05)
H (2.11, -1.37, 1.89)
H (2.39, -1.13, 4.42)
H (4.35, -2.59, 5.05)
H (5.19, -2.38, 3.59)
H (2.38, -3.83, 5.13)
H (2.04, -4.96, 3.91)
H (1.48, -3.26, 3.71)
H (3.98, 0.13, 5.34)
H (3.23, 0.91, 4.17)
C (1.33, 0.53, -1.69)
C (1.34, 0.62, -0.17)
C (-0.06, 0.13, 0.32)
O (-0.98, 1.17, 0.08)
C (-2.30, 0.79, 0.02)
N (2.42, -0.26, 0.34)
H (0.67, 1.21, -2.21)
H (1.03, -0.50, -1.89)
H (2.23, 0.76, -2.26)
H (1.59, 1.64, 0.13)
H (-0.04, -0.06, 1.39)
H (-0.48, -0.83, 0.02)
H (-2.58, -0.03, 0.67)
H (-2.54, 0.56, -1.01)
H (-2.98, 1.58, 0.36)
H (2.41, -0.37, 1.34)
H (3.31, -0.04, -0.09)
C (-6.85, 2.01, -0.28)
C (-5.39, 2.53, -0.07)
C (-4.84, 3.34, -1.24)
O (-3.47, 3.73, -1.03)
C (-2.50, 3.11, -1.86)
N (-5.22, 3.22, 1.22)
H (-7.57, 2.82, -0.23)
H (-7.17, 1.45, 0.59)
H (-6.99, 1.54, -1.25)
H (-4.75, 1.65, 0.01)
H (-5.47, 4.22, -1.37)
H (-4.94, 2.96, -2.25)
H (-2.70, 3.29, -2.92)
H (-2.25, 2.08, -1.62)
H (-1.63, 3.68, -1.56)
H (-4.23, 3.43, 1.23)
H (-5.67, 4.12, 1.07)
C (3.29, -3.69, 1.70)
C (3.26, -3.93, 0.17)
C (2.70, -2.69, -0.61)
O (2.91, -2.96, -1.92)
C (2.14, -2.14, -2.82)
N (4.61, -4.11, -0.35)
H (3.82, -2.77, 1.96)
H (3.81, -4.38, 2.36)
H (2.24, -3.63, 2.01)
H (2.55, -4.76, 0.04)
H (3.21, -1.73, -0.47)
H (1.63, -2.58, -0.44)
H (2.40, -1.09, -2.69)
H (1.06, -2.05, -2.68)
H (2.28, -2.39, -3.87)
H (4.71, -5.12, -0.38)
H (5.33, -3.74, 0.25)
C (5.51, -1.55, 1.05)
C (5.17, -0.15, 0.72)
O (4.43, 0.06, -0.41)
O (6.22, -2.16, 0.08)
H (4.62, -2.15, 1.27)
H (6.21, -1.60, 1.88)
H (6.16, 0.23, 0.47)
H (4.84, 0.29, 1.66)
H (4.61, -0.54, -1.14)
H (5.65, -2.34, -0.68)
C (2.97, 3.63, -2.00)
C (1.72, 3.13, -2.69)
O (1.98, 1.87, -3.47)
O (3.41, 2.73, -1.07)
H (2.77, 4.58, -1.50)
H (3.75, 3.73, -2.75)
H (1.31, 3.92, -3.32)
H (0.98, 2.96, -1.91)
H (2.46, 1.28, -2.88)
H (3.79, 1.98, -1.51)
C (2.41, -0.15, -3.93)
C (1.35, -0.05, -5.03)
O (0.33, -0.98, -4.82)
O (3.26, -1.24, -4.25)
H (1.91, -0.27, -2.97)
H (3.05, 0.73, -3.90)
H (1.69, -0.24, -6.05)
H (0.92, 0.94, -5.14)
H (0.75, -1.82, -4.62)
H (3.87, -1.11, -3.52)
C (2.30, 2.49, 1.17)
C (2.05, 3.11, 2.54)
O (2.45, 4.38, 2.47)
O (3.68, 2.67, 0.84)
H (1.63, 2.73, 0.34)
H (2.17, 1.42, 1.34)
H (2.73, 2.58, 3.21)
H (0.99, 3.01, 2.79)
H (3.25, 4.37, 1.94)
H (3.94, 2.32, -0.01)
C (-1.08, 0.34, -3.02)
O (-1.62, -0.83, -2.54)
C (-0.85, -1.96, -2.64)
C (-1.42, -3.15, -1.81)
N (-2.80, -3.57, -2.27)
C (-2.70, -4.41, -3.47)
C (-4.14, -4.80, -3.97)
O (-4.73, -3.88, -4.85)
C (-4.58, -4.32, -6.20)
H (-0.12, 0.47, -2.53)
H (-1.70, 1.23, -2.92)
H (-0.83, 0.21, -4.08)
H (0.16, -1.73, -2.29)
H (-0.77, -2.26, -3.68)
H (-1.50, -2.96, -0.74)
H (-0.68, -3.96, -1.80)
H (-3.32, -2.75, -2.56)
H (-2.07, -5.28, -3.27)
H (-2.16, -4.05, -4.35)
H (-4.55, -4.90, -2.96)
H (-4.09, -5.78, -4.43)
H (-5.15, -3.64, -6.84)
H (-4.81, -5.36, -6.44)
H (-3.52, -4.37, -6.42)

**HOMO level**: -0.27495 Eh
**LUMO energy**: -0.280 eV

Results of the Mulliken charge analysis, in e, for atoms 1 through 4: -1.69 0.43 -0.50 -0.56

***

[2]
DFT (ωB97M-V/def2-TZVPD) results for 11 unconnected molecules or ions with the total composition C38H105N8O14.

Element x y z (Å)
C (-1.86, 7.27, 1.25)
C (-0.56, 6.77, 0.71)
C (-0.66, 5.29, 0.07)
O (0.58, 4.99, -0.62)
C (0.67, 3.73, -1.31)
N (-0.05, 7.77, -0.36)
H (-0.78, 7.91, -1.04)
H (0.30, 8.62, 0.07)
H (0.76, 7.38, -0.83)
H (-2.54, 7.68, 0.50)
H (-1.71, 8.19, 1.81)
H (-2.24, 6.45, 1.87)
H (0.18, 6.73, 1.50)
H (-1.53, 5.15, -0.56)
H (-0.84, 4.58, 0.88)
H (0.22, 3.84, -2.30)
H (0.17, 2.95, -0.74)
H (1.68, 3.42, -1.56)
C (-3.83, -4.15, 1.44)
C (-2.93, -5.30, 1.12)
C (-3.06, -5.76, -0.39)
O (-2.62, -4.83, -1.31)
C (-2.68, -5.26, -2.70)
N (-1.53, -4.71, 1.32)
H (-1.45, -4.30, 2.24)
H (-0.79, -5.40, 1.23)
H (-1.46, -3.93, 0.67)
H (-3.66, -3.20, 0.93)
H (-3.99, -3.87, 2.48)
H (-4.82, -4.54, 1.20)
H (-3.02, -6.17, 1.77)
H (-4.09, -5.96, -0.72)
H (-2.54, -6.71, -0.55)
H (-2.35, -6.23, -3.07)
H (-2.07, -4.59, -3.30)
H (-3.72, -5.16, -3.00)
C (-1.94, 0.93, 4.88)
C (-3.22, 0.54, 4.09)
C (-3.69, 1.66, 3.11)
O (-4.23, 2.77, 3.75)
C (-4.43, 3.84, 2.84)
N (-3.16, -0.82, 3.41)
H (-3.32, -1.57, 4.07)
H (-4.05, -0.90, 2.93)
H (-2.51, -1.08, 2.68)
H (-1.83, 1.99, 5.11)
H (-1.02, 0.65, 4.37)
H (-1.84, 0.51, 5.88)
H (-4.12, 0.31, 4.67)
H (-4.41, 1.25, 2.40)
H (-2.83, 1.86, 2.47)
H (-3.52, 4.23, 2.40)
H (-4.99, 4.68, 3.26)
H (-5.00, 3.53, 1.96)
C (-3.94, -1.80, -1.90)
C (-4.37, -0.33, -2.18)
C (-5.79, -0.34, -2.80)
O (-5.81, -0.14, -4.23)
C (-4.98, -0.96, -4.98)
N (-4.30, 0.36, -0.78)
H (-4.77, -0.11, -0.02)
H (-3.34, 0.41, -0.46)
H (-4.80, 1.24, -0.84)
H (-3.91, -2.50, -2.74)
H (-4.51, -2.14, -1.04)
H (-2.87, -1.73, -1.70)
H (-3.66, 0.20, -2.81)
H (-6.35, 0.53, -2.44)
H (-6.25, -1.29, -2.54)
H (-4.91, -2.04, -4.84)
H (-3.95, -0.59, -4.92)
H (-5.34, -0.91, -6.01)
C (4.21, -6.29, -0.84)
C (3.55, -5.93, -2.13)
C (2.72, -4.68, -2.15)
O (1.77, -4.65, -3.17)
C (1.09, -3.44, -3.26)
N (4.48, -5.81, -3.35)
H (4.02, -5.38, -4.14)
H (5.16, -5.07, -3.25)
H (4.81, -6.71, -3.65)
H (3.50, -6.73, -0.14)
H (4.70, -5.43, -0.38)
H (4.94, -7.09, -0.86)
H (2.87, -6.69, -2.52)
H (3.32, -3.77, -2.05)
H (2.22, -4.61, -1.18)
H (0.04, -3.57, -3.55)
H (1.27, -2.84, -4.15)
H (1.19, -2.81, -2.38)
C (3.19, -0.66, -3.18)
C (3.14, -0.09, -4.66)
C (2.89, 1.46, -4.74)
O (3.98, 2.25, -4.18)
C (3.61, 3.61, -3.96)
N (4.44, -0.53, -5.44)
H (5.27, -0.64, -4.88)
H (4.36, -1.28, -6.12)
H (4.73, 0.21, -6.07)
H (3.39, -1.73, -3.24)
H (2.27, -0.37, -2.68)
H (4.08, -0.26, -2.69)
H (2.46, -0.65, -5.31)
H (1.99, 1.60, -4.15)
H (2.81, 1.65, -5.81)
H (4.03, 4.02, -3.04)
H (2.53, 3.79, -4.02)
H (3.97, 4.21, -4.79)
C (1.79, -2.26, 4.73)
C (1.94, -2.71, 3.31)
C (3.29, -2.45, 2.63)
O (3.56, -3.04, 1.34)
C (4.40, -2.23, 0.47)
N (1.55, -4.23, 3.18)
H (0.61, -4.40, 3.51)
H (1.70, -4.58, 2.25)
H (2.16, -4.74, 3.80)
H (2.55, -2.54, 5.45)
H (0.80, -2.54, 5.10)
H (1.80, -1.17, 4.78)
H (1.14, -2.19, 2.79)
H (4.12, -2.80, 3.24)
H (3.38, -1.37, 2.65)
H (4.58, -2.70, -0.50)
H (5.42, -2.06, 0.80)
H (3.92, -1.27, 0.28)
C (-0.35, 6.46, 5.72)
C (-0.18, 4.95, 5.35)
C (0.25, 4.84, 3.92)
O (0.09, 3.46, 3.59)
C (1.18, 3.06, 2.65)
N (0.82, 4.38, 6.32)
H (1.06, 3.43, 6.07)
H (1.73, 4.77, 6.52)
H (0.48, 4.35, 7.28)
H (-1.01, 6.41, 6.59)
H (-0.74, 7.06, 4.90)
H (0.54, 6.92, 6.14)
H (-1.01, 4.28, 5.55)
H (1.25, 5.26, 3.86)
H (-0.45, 5.44, 3.33)
H (1.30, 3.74, 1.81)
H (1.06, 2.02, 2.36)
H (2.12, 2.83, 3.15)
C (4.02, 1.49, 0.32)
C (5.08, 1.82, 1.23)
O (4.79, 2.67, 2.07)
O (6.26, 1.26, 1.14)
H (3.87, 2.42, -0.23)
H (3.16, 0.96, 0.73)
H (4.40, 0.89, -0.51)
C (-0.70, 0.37, -4.30)
C (-0.82, -0.50, -5.56)
O (-0.58, -0.02, -6.64)
O (-0.92, -1.76, -5.40)
H (-1.18, 1.35, -4.42)
H (0.31, 0.55, -3.94)
H (-1.23, -0.05, -3.45)
C (0.63, -0.11, -0.28)
C (-0.68, -0.48, 0.42)
O (-0.83, -1.59, 0.94)
O (-1.57, 0.38, 0.36)
H (0.72, 0.97, -0.19)
H (0.79, -0.55, -1.26)
H (1.41, -0.45, 0.40)

**HOMO level (spin up / spin down)**: -0.42585 / -0.47450 Eh
**Spin multiplicity**: 2
**LUMO energy (spin up / spin down)**: -8.091 / -8.166 eV
**Energy relative to the best compared isomer or geometry (same formula, charge and spin)**: 0.080 eV
**Total charge**: +4

Results of the Mulliken charge analysis, in e, for atoms 1 through 4: -1.38 -0.09 -0.12 -0.46